# C24H55BNO6Sn

C24H55BNO6Sn as an isolated structure in a non-equilibrium geometry (ωB97M-V/def2-TZVPD, the Open Molecules 2025 dataset).

Last column: Mulliken charge in e.
Element x y z (Å)
Sn  -1.977  3.087  -0.612  1.2510
B  0.903  -1.119  0.893  -0.0048
H  0.136  -0.931  1.627  -0.0914
H  1.674  -1.715  1.356  -0.0886
H  0.479  -1.703  0.090  -0.0709
H  1.336  -0.223  0.476  -0.1224
C  -2.399  0.186  -5.732  -1.1670
C  -2.593  1.453  -6.569  -0.5019
N  -3.652  2.346  -6.074  -0.0432
C  -5.019  1.778  -6.289  -0.3277
C  -6.113  2.666  -5.719  -1.3625
C  -3.456  3.701  -6.602  -0.6694
C  -3.847  3.963  -8.037  -1.0396
H  -3.306  -0.301  -5.374  0.3074
H  -1.732  0.458  -4.914  0.2530
H  -1.805  -0.582  -6.227  0.3566
H  -1.622  1.927  -6.715  0.4692
H  -2.918  1.136  -7.559  0.3243
H  -5.182  1.536  -7.339  0.3739
H  -5.105  0.846  -5.731  0.3769
H  -5.753  3.089  -4.781  0.3224
H  -6.469  3.424  -6.417  0.2899
H  -6.984  2.052  -5.487  0.4290
H  -2.433  4.024  -6.408  0.4776
H  -4.077  4.414  -6.060  0.3306
H  -3.178  3.318  -8.607  0.2849
H  -3.665  4.995  -8.338  0.3969
H  -4.886  3.688  -8.216  0.2469
C  4.853  0.901  -3.568  -1.0303
C  4.562  2.224  -2.954  0.7777
O  3.479  2.788  -3.086  -0.5840
C  5.523  2.791  -1.912  -0.9718
H  4.864  0.130  -2.798  0.2842
H  5.764  0.949  -4.164  0.3283
H  4.069  0.602  -4.264  0.2942
H  5.550  2.199  -0.997  0.2837
H  5.089  3.748  -1.621  0.2910
H  6.508  3.033  -2.312  0.3263
C  3.601  3.615  4.932  -0.9628
C  3.523  4.877  4.183  0.7325
O  2.681  5.042  3.261  -0.6196
C  4.539  5.914  4.469  -0.9499
H  2.926  3.746  5.779  0.2647
H  4.589  3.381  5.328  0.3327
H  3.230  2.789  4.326  0.3019
H  4.036  6.880  4.434  0.3106
H  5.242  5.871  3.637  0.2604
H  5.052  5.815  5.425  0.3289
C  1.956  -6.958  0.850  -0.8989
C  1.779  -7.245  2.316  0.7602
O  2.562  -8.016  2.892  -0.5751
C  0.638  -6.674  3.053  -0.9449
H  1.227  -7.529  0.275  0.2787
H  2.994  -7.105  0.551  0.2814
H  1.697  -5.902  0.772  0.2520
H  0.762  -5.591  3.015  0.2803
H  0.681  -7.059  4.072  0.2815
H  -0.268  -7.007  2.546  0.2859
C  -6.718  -4.298  -1.701  -0.9745
C  -5.614  -3.570  -0.875  0.7222
O  -5.338  -2.395  -1.081  -0.5694
C  -5.150  -4.261  0.377  -1.0301
H  -6.754  -4.003  -2.750  0.3172
H  -7.707  -4.003  -1.350  0.2683
H  -6.494  -5.364  -1.680  0.3296
H  -4.254  -4.819  0.106  0.2811
H  -5.811  -5.046  0.746  0.3317
H  -4.964  -3.562  1.192  0.3234
C  -4.678  2.453  7.554  -1.0649
C  -3.692  1.779  6.652  0.8274
O  -3.234  2.287  5.630  -0.5770
C  -3.462  0.320  6.859  -1.0143
H  -4.934  3.434  7.155  0.2960
H  -4.279  2.519  8.566  0.3201
H  -5.606  1.885  7.636  0.3087
H  -2.955  -0.104  5.991  0.2995
H  -4.430  -0.180  6.855  0.2880
H  -2.898  -0.002  7.735  0.3160
C  7.051  -2.670  3.101  -1.0058
C  8.113  -1.654  3.231  0.8231
O  8.711  -1.270  2.223  -0.5703
C  8.588  -1.215  4.607  -1.0263
H  6.215  -2.228  3.643  0.3013
H  7.290  -3.587  3.640  0.3030
H  6.831  -2.910  2.061  0.2728
H  9.259  -0.364  4.500  0.2852
H  9.097  -2.047  5.094  0.2881
H  7.753  -0.849  5.206  0.3288

Computed properties:
**Energy relative to the best compared isomer or geometry (same formula, charge and spin)**: 1034.1 kJ/mol
**LUMO energy**: -8.5 eV
**Net charge**: +1